1.
{
  "formula": "C44H55F5N2O2SSi",
  "method": "the ωB97M-V functional and the def2-TZVPD basis",
  "elements": ["C", "C", "N", "C", "O", "C", "C", "C", "C", "C", "N", "C", "C", "C", "C", "C", "F", "F", "C", "F", "F", "F", "C", "S", "C", "C", "O", "Si", "C", "C", "C", "H", "H", "H", "H", "H", "H", "H", "H", "H", "H", "H", "H", "H", "H", "H", "H", "H", "H", "H", "H", "H", "H", "H", "H", "H", "H", "H", "H", "H", "H", "H", "C", "C", "C", "C", "C", "C", "H", "H", "H", "H", "H", "H", "C", "C", "C", "C", "C", "C", "H", "H", "H", "H", "H", "H", "C", "C", "C", "C", "C", "C", "H", "H", "H", "H", "H", "H", "C", "C", "C", "C", "C", "C", "H", "H", "H", "H", "H", "H"],
  "coordinates": [[2.597, 2.589, -3.343], [2.449, 1.859, -1.999], [3.660, 1.680, -1.194], [3.920, 0.315, -1.014], [4.699, -0.118, -0.237], [2.996, -0.519, -1.970], [2.749, -1.873, -1.320], [1.814, -2.823, -2.081], [1.962, -4.270, -1.592], [1.141, -4.542, -0.323], [-0.254, -4.711, -0.626], [-0.836, -5.905, -0.983], [-2.183, -5.689, -1.230], [-2.444, -4.307, -1.006], [-1.233, -3.750, -0.627], [3.768, -0.605, -3.294], [4.414, 0.554, -3.571], [2.947, -0.836, -4.347], [4.868, -1.714, -3.385], [5.645, -1.744, -2.321], [5.637, -1.434, -4.445], [4.336, -2.911, -3.589], [1.795, 0.434, -1.980], [0.990, 0.297, -0.294], [0.662, 0.191, -2.991], [-0.361, 1.301, -3.121], [-1.370, 0.858, -4.043], [-2.885, 0.572, -3.407], [-2.855, -0.321, -1.746], [-3.762, -0.542, -4.647], [-3.910, 2.151, -3.236], [2.534, 1.888, -4.171], [1.818, 3.325, -3.470], [3.576, 3.051, -3.407], [1.799, 2.500, -1.412], [4.470, 2.136, -1.596], [3.688, -2.389, -1.151], [2.324, -1.726, -0.332], [0.778, -2.537, -1.912], [1.966, -2.778, -3.153], [1.570, -4.913, -2.373], [3.015, -4.466, -1.405], [1.294, -3.764, 0.419], [1.528, -5.469, 0.092], [-0.301, -6.835, -1.042], [-2.922, -6.405, -1.538], [-3.373, -3.784, -1.106], [-0.976, -2.739, -0.359], [0.293, 1.434, -0.215], [1.010, -0.035, -3.994], [0.123, -0.687, -2.655], [0.058, 2.209, -3.540], [-0.839, 1.557, -2.174], [-3.291, -1.306, -1.887], [-1.870, -0.478, -1.317], [-3.502, 0.201, -1.046], [-3.059, -1.136, -5.223], [-4.453, -0.005, -5.286], [-4.353, -1.255, -4.073], [-4.597, 2.202, -4.073], [-4.486, 2.090, -2.318], [-3.280, 3.036, -3.234], [0.618, 1.444, 6.109], [-0.108, 0.395, 5.560], [-0.034, 0.140, 4.198], [0.770, 0.928, 3.386], [1.499, 1.973, 3.936], [1.421, 2.233, 5.297], [0.560, 1.645, 7.171], [-0.730, -0.223, 6.194], [-0.605, -0.674, 3.768], [0.819, 0.737, 2.324], [2.128, 2.585, 3.301], [1.986, 3.051, 5.725], [-4.568, 4.076, 2.142], [-3.864, 3.685, 1.011], [-2.754, 2.862, 1.139], [-2.352, 2.424, 2.394], [-3.058, 2.812, 3.523], [-4.164, 3.642, 3.398], [-5.431, 4.723, 2.046], [-4.180, 4.023, 0.032], [-2.202, 2.560, 0.256], [-1.490, 1.781, 2.494], [-2.743, 2.468, 4.500], [-4.712, 3.951, 4.278], [-3.682, 10.267, 1.691], [-4.190, 9.416, 0.720], [-4.050, 8.042, 0.860], [-3.408, 7.519, 1.973], [-2.902, 8.370, 2.945], [-3.036, 9.744, 2.803], [-3.789, 11.339, 1.581], [-4.696, 9.823, -0.146], [-4.442, 7.378, 0.100], [-3.301, 6.448, 2.082], [-2.402, 7.962, 3.814], [-2.638, 10.409, 3.559], [3.732, -7.504, 1.473], [3.863, -8.880, 1.602], [3.820, -9.464, 2.859], [3.639, -8.674, 3.986], [3.506, -7.299, 3.856], [3.555, -6.713, 2.599], [3.769, -7.048, 0.491], [3.998, -9.496, 0.722], [3.927, -10.536, 2.962], [3.603, -9.131, 4.967], [3.364, -6.683, 4.735], [3.456, -5.640, 2.498]],
  "lowdin_charge": [-0.02, -0.34, 0.11, -0.45, 0.16, -0.25, -0.14, -0.17, -0.15, -0.14, -0.12, -0.10, -0.10, -0.09, -0.11, -0.34, 0.13, 0.13, -0.56, 0.20, 0.17, 0.19, -0.51, 0.91, -0.16, -0.25, -0.21, 0.45, -0.13, -0.15, -0.15, 0.08, 0.07, 0.08, 0.11, 0.14, 0.12, 0.08, 0.09, 0.11, 0.12, 0.11, 0.13, 0.11, 0.11, 0.09, 0.08, 0.10, -0.10, 0.12, 0.09, 0.11, 0.08, 0.02, 0.00, 0.03, 0.03, 0.02, 0.02, 0.02, 0.02, 0.03, -0.10, -0.10, -0.10, -0.12, -0.08, -0.09, 0.10, 0.10, 0.11, 0.03, 0.10, 0.10, -0.12, -0.10, -0.09, -0.08, -0.08, -0.09, 0.10, 0.10, 0.09, 0.07, 0.10, 0.10, -0.10, -0.10, -0.09, -0.09, -0.09, -0.10, 0.10, 0.10, 0.10, 0.08, 0.10, 0.10, -0.10, -0.10, -0.10, -0.10, -0.10, -0.10, 0.09, 0.10, 0.10, 0.10, 0.10, 0.10],
  "fmax_ha_per_bohr": 0.0302,
  "homo_ev": -8.222,
  "orbital_gap_ev": 8.638
}

=====

2.
{
  "formula": "C44H55KN8O4S3",
  "method": "the ωB97M-V functional and the def2-TZVPD basis",
  "elements": ["K", "C", "N", "C", "C", "C", "C", "C", "C", "C", "C", "H", "H", "H", "H", "H", "H", "H", "H", "H", "H", "H", "H", "O", "S", "C", "C", "C", "C", "S", "O", "C", "C", "C", "C", "C", "C", "C", "C", "C", "C", "C", "C", "H", "H", "H", "H", "H", "H", "H", "H", "H", "H", "H", "H", "H", "H", "H", "H", "H", "H", "S", "C", "N", "N", "C", "C", "C", "C", "C", "C", "N", "N", "C", "C", "C", "C", "C", "C", "H", "H", "H", "H", "H", "H", "H", "H", "H", "H", "H", "O", "C", "O", "H", "C", "N", "C", "C", "N", "N", "C", "C", "H", "H", "H", "H", "H", "H", "H", "H", "H", "H", "H", "H", "H"],
  "coordinates": [[1.469, -0.263, 0.856], [-3.287, -0.015, -0.226], [-3.000, -1.439, -0.279], [-4.202, -2.204, -0.498], [-1.888, -1.737, -1.175], [-1.352, -3.163, -1.206], [-1.772, -3.964, -2.270], [-1.245, -5.233, -2.480], [-0.300, -5.738, -1.614], [0.169, -4.944, -0.576], [-0.334, -3.664, -0.381], [-3.824, 0.325, -1.121], [-2.376, 0.571, -0.108], [-3.903, 0.198, 0.667], [-4.678, -1.913, -1.426], [-4.898, -2.088, 0.337], [-3.960, -3.274, -0.584], [-1.123, -1.025, -0.931], [-2.155, -1.500, -2.226], [-2.470, -3.584, -3.003], [-1.566, -5.802, -3.350], [0.095, -6.751, -1.757], [0.959, -5.298, 0.041], [-0.329, 2.473, -0.189], [0.327, 3.816, -0.291], [1.119, 3.697, -1.943], [0.127, 3.242, -3.007], [0.695, 2.765, -4.342], [1.322, 1.366, -4.361], [0.232, 0.009, -3.981], [-0.185, 0.252, -2.577], [-1.179, 0.398, -4.960], [-2.371, 0.772, -4.349], [-3.479, 1.007, -5.143], [-3.418, 0.905, -6.527], [-2.243, 0.497, -7.116], [-1.124, 0.256, -6.322], [-1.033, 4.888, -0.550], [-2.335, 4.396, -0.492], [-3.370, 5.293, -0.473], [-3.130, 6.650, -0.461], [-1.835, 7.126, -0.490], [-0.783, 6.246, -0.525], [1.931, 3.013, -1.709], [1.584, 4.652, -2.227], [-0.488, 4.118, -3.278], [-0.538, 2.498, -2.548], [1.435, 3.483, -4.718], [-0.114, 2.773, -5.099], [2.075, 1.238, -3.587], [1.804, 1.161, -5.324], [-2.409, 0.860, -3.277], [-4.388, 1.286, -4.596], [-4.298, 1.099, -7.123], [-2.156, 0.370, -8.191], [-0.201, -0.150, -6.773], [-2.529, 3.330, -0.413], [-4.393, 4.904, -0.422], [-3.945, 7.355, -0.462], [-1.657, 8.200, -0.452], [0.246, 6.617, -0.507], [2.505, -2.846, -1.560], [2.592, -2.896, 0.231], [3.764, -2.699, 0.837], [4.898, -2.706, 0.056], [6.145, -2.824, 0.579], [7.288, -2.494, -0.198], [8.568, -2.534, 0.339], [8.754, -3.038, 1.653], [7.635, -3.409, 2.390], [6.345, -3.283, 1.900], [1.585, -3.147, 1.073], [0.255, -2.818, 0.624], [-0.524, -3.069, 1.828], [-1.428, -2.110, 2.310], [-2.203, -2.344, 3.458], [-2.026, -3.519, 4.153], [-1.112, -4.450, 3.699], [-0.317, -4.211, 2.577], [4.766, -2.406, -0.912], [7.109, -2.128, -1.193], [9.370, -2.138, -0.258], [9.733, -3.192, 2.080], [7.808, -3.822, 3.361], [5.499, -3.532, 2.517], [-1.514, -1.180, 1.750], [-2.962, -1.614, 3.744], [-2.605, -3.711, 5.048], [-0.949, -5.353, 4.267], [0.420, -4.956, 2.247], [2.769, 2.765, 2.296], [3.547, 2.461, 1.350], [3.271, 2.316, 0.127], [4.644, 2.377, 1.568], [-2.471, 1.530, 5.240], [-1.744, 1.975, 4.073], [-2.539, 2.669, 3.113], [-0.733, 1.188, 3.547], [-0.490, 0.977, 2.317], [0.094, 0.647, 4.554], [1.048, -0.364, 4.108], [0.729, 1.647, 5.413], [-3.216, 0.776, 4.913], [-3.015, 2.379, 5.669], [-1.833, 1.086, 5.974], [-3.119, 3.467, 3.615], [-3.232, 1.997, 2.569], [-1.926, 3.139, 2.362], [-1.153, 1.392, 1.679], [1.912, 0.016, 3.510], [0.535, -1.155, 3.554], [1.487, -0.834, 4.981], [-0.031, 2.218, 5.981], [1.398, 2.305, 4.854], [1.336, 1.101, 6.145]],
  "lowdin_charge": [0.64, -0.10, -0.26, -0.10, -0.15, -0.12, -0.07, -0.12, -0.10, -0.06, -0.22, 0.07, 0.07, 0.08, 0.07, 0.08, 0.09, 0.08, 0.11, 0.10, 0.08, 0.10, 0.10, -0.53, 1.01, -0.29, -0.25, -0.22, -0.32, 0.97, -0.50, -0.40, -0.06, -0.08, -0.10, -0.10, -0.10, -0.40, -0.07, -0.09, -0.11, -0.10, -0.10, 0.07, 0.10, 0.11, 0.08, 0.11, 0.10, 0.10, 0.09, 0.10, 0.11, 0.09, 0.10, 0.12, 0.11, 0.11, 0.09, 0.10, 0.12, 0.39, -0.96, -0.05, -0.07, -0.26, -0.06, -0.14, -0.17, -0.15, -0.05, -0.08, -0.12, -0.23, -0.04, -0.10, -0.14, -0.10, -0.02, 0.04, 0.09, 0.07, 0.06, 0.07, 0.08, 0.08, 0.09, 0.08, 0.09, 0.11, -0.14, -0.64, -0.16, 0.10, -0.07, -0.17, -0.08, -0.44, 0.13, -0.16, -0.08, -0.07, 0.09, 0.08, 0.06, 0.09, 0.09, 0.07, 0.01, 0.08, 0.06, 0.08, 0.07, 0.09, 0.08],
  "de_lowest_kj_mol": 0.0,
  "fmax_ha_per_bohr": 0.0378,
  "homo_ev": 0.071,
  "charge": -2,
  "orbital_gap_ev": 3.334
}